(1)
C18H19BCdN9 | wB97M-V/def2-TZVPD

Output
HOMO-LUMO gap ... 0.271 Ha
Max |F| ... 0.47 eV/Å
E_HOMO ... -11.008 eV

Structure (ORCA input):
```
! RIJCOSX wB97M-V def2-TZVPD def2/J DEFGRID3
* xyz 1 1
Cd -0.460 0.189 0.182
N -2.177 0.402 -1.390
C -3.455 0.657 -0.759
C -4.611 0.802 -1.465
C -5.839 1.047 -0.808
C -5.885 1.142 0.551
C -4.702 0.994 1.316
C -4.687 1.076 2.727
C -3.516 0.916 3.409
C -2.342 0.674 2.677
N -2.323 0.598 1.364
C -3.483 0.751 0.660
H -2.215 -0.417 -1.991
H -1.877 1.176 -1.976
H -4.588 0.727 -2.545
H -6.740 1.157 -1.394
H -6.820 1.328 1.063
H -5.614 1.264 3.255
H -3.473 0.972 4.487
H -1.394 0.538 3.184
N 0.789 1.048 -4.504
C 1.574 0.489 -3.548
N 2.708 -0.068 -3.967
C 3.455 -0.597 -3.004
N 4.601 -1.177 -3.339
N 3.130 -0.562 -1.681
C 1.977 0.071 -1.358
N 1.141 0.568 -2.287
C 2.086 -0.594 0.972
C 3.423 -0.248 1.803
C 3.309 -0.535 3.201
C 2.306 -1.292 3.705
C 1.121 -1.463 2.928
N 0.962 -1.025 1.719
H 1.202 1.142 -5.417
H 0.144 1.762 -4.218
H 4.840 -1.224 -4.314
H 5.167 -1.630 -2.641
H 4.005 0.606 1.482
H 4.042 -0.106 3.875
H 2.281 -1.569 4.749
H 0.231 -1.849 3.419
B 4.086 -1.273 -0.591
C 3.304 -1.389 0.803
N 1.631 0.270 -0.080
H 3.263 -2.358 1.291
H 5.102 -0.604 -0.519
H 4.322 -2.384 -1.026
*
```



(2)
C5H10O2 | wB97M-V/def2-TZVPD

Output
HOMO-LUMO gap (spin up / spin down) ... 0.268 / 0.296 Ha
Max |F| ... 1.34 eV/Å
E_HOMO (spin up / spin down) ... -6.850 / -7.124 eV

Structure (ORCA input):
```
! RIJCOSX wB97M-V def2-TZVPD def2/J DEFGRID3
* xyz 0 1
C 2.161 0.577 -0.681
C 0.949 -0.064 -0.072
C 0.837 -0.450 1.349
O 0.120 -1.679 1.558
C -1.390 -0.075 -0.172
C -2.591 0.541 -0.793
O -0.224 0.295 -0.610
H 2.087 0.593 -1.774
H 3.058 -0.005 -0.430
H 2.339 1.611 -0.338
H 0.379 -2.207 0.791
H 0.242 0.339 1.863
H 1.817 -0.532 1.833
H -1.408 -0.921 0.511
H -2.378 1.553 -1.159
H -2.977 -0.087 -1.611
H -3.367 0.596 -0.019
*
```



(3)
C18H35FN2O5 | wB97M-V/def2-TZVPD

Output
HOMO-LUMO gap ... 0.356 Ha
Max |F| ... 3.18 eV/Å
SMILES string ... CO[C@@H](COCCCCCNC(C)=O)C(=O)NC(=O)F.CCCCCC
E_HOMO ... -9.289 eV

Structure (ORCA input):
```
! RIJCOSX wB97M-V def2-TZVPD def2/J DEFGRID3
* xyz 0 1
C 3.370 -1.247 2.220
O 2.016 -1.469 1.842
C 1.120 -1.461 2.916
C 0.615 -0.083 3.250
O 1.696 0.708 3.697
C 1.264 1.842 4.436
C 2.201 3.041 4.231
C 3.141 2.906 3.047
C 2.421 2.863 1.706
C 3.323 2.277 0.622
N 2.536 1.583 -0.421
C 3.265 0.502 -1.010
C 2.433 -0.665 -1.453
O 4.467 0.502 -1.148
C -0.053 -2.368 2.549
O -0.100 -3.529 2.854
N -1.157 -1.735 1.857
C -0.909 -1.513 0.483
O -0.427 -0.503 0.004
F -1.257 -2.558 -0.266
H 3.932 -2.169 2.162
H 3.792 -0.531 1.534
H 3.440 -0.863 3.223
H 1.544 -1.932 3.793
H 0.180 0.373 2.374
H -0.136 -0.202 4.026
H 1.251 1.569 5.485
H 0.262 2.122 4.144
H 1.593 3.918 4.058
H 2.751 3.220 5.142
H 3.755 3.798 3.038
H 3.811 2.070 3.184
H 1.496 2.314 1.757
H 2.202 3.880 1.412
H 3.998 1.567 1.077
H 3.949 3.052 0.205
H 2.363 2.246 -1.167
H 1.441 -0.585 -1.043
H 2.367 -0.682 -2.528
H 2.877 -1.588 -1.120
H -2.010 -2.254 2.021
C -3.020 -3.063 -2.791
C -2.508 -1.641 -3.011
C -3.515 -0.566 -2.608
C -4.828 -0.582 -3.393
C -4.673 -0.443 -4.906
C -4.034 0.876 -5.333
H -3.901 -3.271 -3.400
H -2.255 -3.792 -3.062
H -3.282 -3.226 -1.745
H -2.217 -1.516 -4.058
H -1.600 -1.499 -2.426
H -3.042 0.415 -2.706
H -3.747 -0.680 -1.544
H -5.461 0.232 -3.025
H -5.372 -1.505 -3.176
H -5.663 -0.519 -5.363
H -4.090 -1.278 -5.304
H -4.622 1.724 -4.979
H -3.974 0.941 -6.420
H -3.021 0.979 -4.942
*
```



(4)
C11H24N2O3S3Ti | wB97M-V/def2-TZVPD

Output
HOMO-LUMO gap (spin up / spin down) ... 0.277 / 0.286 Ha
Expectation value of S² ... 0.757
Max |F| ... 0.18 eV/Å
E_HOMO (spin up / spin down) ... -10.025 / -9.995 eV

Structure (ORCA input):
```
! RIJCOSX wB97M-V def2-TZVPD def2/J DEFGRID3
* xyz 1 2
Ti 0.332 0.162 -0.116
C 2.075 -0.165 -2.757
O 2.090 -0.087 -1.320
C 3.350 0.332 -0.781
C 3.259 0.203 0.717
O 2.073 0.920 1.078
C 1.750 0.961 2.474
C 0.418 1.666 2.520
O -0.504 0.950 1.670
C -1.503 0.181 2.379
H 2.863 -0.842 -3.082
H 1.102 -0.558 -3.038
H 2.218 0.830 -3.179
H 4.138 -0.315 -1.173
H 3.538 1.367 -1.080
H 3.159 -0.843 1.019
H 4.130 0.653 1.198
H 1.683 -0.058 2.864
H 2.514 1.526 3.012
H 0.016 1.704 3.532
H 0.503 2.674 2.115
H -1.016 -0.528 3.047
H -2.148 0.869 2.924
H -2.068 -0.366 1.628
C -1.215 -4.141 0.948
C -0.976 -2.797 0.320
S 0.520 -1.988 0.802
C -1.799 -2.269 -0.596
C -3.050 -2.954 -1.084
S -1.427 -0.707 -1.348
H -0.831 -4.169 1.967
H -0.699 -4.924 0.386
H -2.275 -4.392 0.972
H -3.805 -3.017 -0.297
H -2.841 -3.971 -1.420
H -3.488 -2.412 -1.920
N -2.272 2.428 -1.625
C -1.158 3.144 -1.639
N -1.207 4.392 -2.108
S 0.348 2.564 -1.061
H -3.130 2.784 -2.015
H -2.244 1.449 -1.354
H -2.054 4.802 -2.464
H -0.366 4.942 -2.112
*
```



(5)
CH3N2O2S | wB97M-V/def2-TZVPD

Output
HOMO-LUMO gap (spin up / spin down) ... 0.152 / 0.274 Ha
Expectation value of S² ... 2.007
Max |F| ... 2.85 eV/Å
E_HOMO (spin up / spin down) ... -0.264 / -5.124 eV

Structure (ORCA input):
```
! RIJCOSX wB97M-V def2-TZVPD def2/J DEFGRID3
* xyz -1 3
C -0.133 -1.049 -0.024
N 1.053 1.084 0.065
N -0.116 0.378 -0.264
O 0.980 -1.562 0.062
O -1.272 -1.552 0.028
S -1.636 1.163 0.056
H 1.623 1.165 -0.780
H 1.580 0.511 0.731
H -2.079 -0.138 0.126
*
```